Entry 1:
Computed, not measured: 2 unconnected molecules or ions with the total composition C11H11N3, with wB97M-V/def2-TZVPD.

Summary:
SMILES = c1ccc2[nH]ccc2c1.c1c[nH]cn1
Multiplicity = 1
Kohn-Sham gap = 0.312 hartree
HOMO energy = -7.77 eV
E_LUMO = 0.720 eV
Energy relative to the best compared isomer or geometry (same formula, charge and spin) = 0.176 eV

Atoms and positions in Å:
C (-2.30, 3.55, 3.51)
C (-3.10, 2.78, 2.64)
C (-2.54, 1.83, 1.80)
C (-1.15, 1.66, 1.85)
N (-0.33, 0.81, 1.15)
C (0.98, 1.01, 1.54)
C (1.02, 2.00, 2.50)
C (-0.32, 2.43, 2.72)
C (-0.92, 3.38, 3.56)
H (-2.78, 4.29, 4.16)
H (-4.19, 2.93, 2.63)
H (-3.17, 1.23, 1.12)
H (-0.64, 0.14, 0.44)
H (1.78, 0.43, 1.09)
H (1.92, 2.36, 2.99)
H (-0.31, 3.99, 4.24)
C (-3.96, -1.55, -1.02)
C (-5.07, -1.73, -0.22)
N (-4.56, -2.12, 0.99)
C (-3.21, -2.16, 0.88)
N (-2.81, -1.82, -0.33)
H (-3.94, -1.23, -2.07)
H (-6.14, -1.62, -0.40)
H (-5.11, -2.35, 1.83)
H (-2.56, -2.45, 1.71)

***

Entry 2:
Computed, not measured: a molecular structure, C33H81O38P5, with wB97M-V/def2-TZVPD.

Summary:
Multiplicity = 1
Kohn-Sham gap = 0.254 hartree
HOMO energy = -6.78 eV
E_LUMO = 0.120 eV
Energy relative to the best compared isomer or geometry (same formula, charge and spin) = 74.338 eV

Atoms and positions in Å:
C (-2.92, 3.30, 0.42)
O (-2.91, 2.57, -0.83)
P (-3.95, 1.30, -1.19)
O (-3.75, 0.18, -0.29)
O (-5.43, 1.92, -1.34)
C (-6.53, 1.10, -1.38)
O (-3.47, 0.99, -2.69)
C (-2.12, 0.46, -2.86)
H (-3.19, 4.34, 0.21)
H (-1.88, 3.31, 0.76)
H (-3.54, 2.89, 1.22)
H (-6.23, 0.10, -1.71)
H (-7.21, 1.57, -2.09)
H (-6.94, 1.05, -0.37)
H (-2.33, -0.35, -3.57)
H (-1.34, 0.40, -2.10)
H (-1.53, 1.17, -3.44)
C (-2.25, -1.56, -0.40)
O (-1.68, -2.81, -0.55)
P (-0.20, -2.87, 0.01)
O (0.66, -1.66, -0.12)
O (0.44, -4.18, -0.68)
C (-0.26, -5.13, -1.45)
O (-0.33, -3.35, 1.55)
C (-0.87, -4.61, 2.10)
H (-2.33, -0.99, -1.32)
H (-1.77, -1.01, 0.40)
H (-3.31, -1.61, -0.13)
H (-0.05, -5.24, -2.51)
H (-1.33, -5.03, -1.23)
H (0.02, -6.13, -1.10)
H (-0.03, -5.23, 2.41)
H (-1.42, -5.06, 1.28)
H (-1.53, -4.36, 2.94)
C (1.40, -6.09, -4.09)
O (2.54, -5.41, -4.09)
P (3.19, -4.73, -2.73)
O (3.80, -5.68, -1.77)
O (2.02, -3.71, -2.21)
C (2.11, -2.92, -1.02)
O (4.31, -3.68, -3.35)
C (4.03, -2.58, -4.17)
H (0.77, -5.84, -4.95)
H (0.82, -6.02, -3.17)
H (1.72, -7.08, -4.43)
H (2.85, -3.21, -0.27)
H (1.21, -3.11, -0.44)
H (2.17, -1.84, -1.20)
H (3.64, -3.06, -5.07)
H (5.07, -2.29, -4.31)
H (3.23, -1.99, -3.73)
C (2.23, 0.19, -0.54)
O (1.72, 0.33, 0.76)
P (0.35, 1.17, 1.04)
O (0.14, 2.53, 0.45)
O (-0.84, 0.15, 0.62)
C (-2.16, 0.57, 0.86)
O (0.34, 1.10, 2.67)
C (1.08, 0.18, 3.46)
H (1.72, 0.71, -1.34)
H (2.30, -0.89, -0.71)
H (3.29, 0.46, -0.60)
H (-2.57, -0.40, 1.14)
H (-2.69, 0.90, -0.03)
H (-2.18, 1.23, 1.73)
H (0.75, -0.86, 3.50)
H (1.01, 0.28, 4.54)
H (2.14, 0.08, 3.23)
C (4.79, 0.62, -0.26)
O (4.17, -0.60, 0.30)
P (4.09, -0.80, 1.87)
O (3.65, 0.36, 2.62)
O (3.27, -2.19, 2.02)
C (2.02, -2.33, 1.46)
O (5.63, -1.14, 2.21)
C (6.09, -2.34, 2.83)
H (5.83, 0.28, -0.31)
H (4.55, 1.54, 0.27)
H (4.36, 0.76, -1.25)
H (1.43, -1.42, 1.54)
H (1.23, -3.00, 1.79)
H (2.17, -2.60, 0.41)
H (6.97, -2.78, 2.38)
H (5.28, -3.03, 3.07)
H (6.60, -2.11, 3.76)
C (-4.37, 6.03, 0.82)
O (-3.08, 5.54, 0.68)
C (-2.40, 4.97, 1.60)
O (-2.85, 4.80, 2.72)
O (-1.20, 4.71, 1.21)
C (-0.21, 4.19, 2.11)
H (-4.32, 6.93, 0.21)
H (-4.61, 6.28, 1.86)
H (-4.97, 5.16, 0.57)
H (0.59, 4.92, 1.98)
H (0.10, 3.18, 1.83)
H (-0.54, 4.16, 3.14)
C (-1.04, 0.00, -6.00)
O (-1.28, -0.75, -4.86)
C (-0.57, -0.39, -3.71)
O (0.44, 0.37, -3.72)
O (-1.00, -1.06, -2.74)
C (-0.10, -1.27, -1.63)
H (-1.72, -0.36, -6.77)
H (-0.06, -0.25, -6.43)
H (-1.24, 1.07, -5.98)
H (0.91, -1.26, -2.04)
H (-0.42, -2.22, -1.21)
H (-0.29, -0.54, -0.84)
C (0.18, 0.89, 6.33)
O (-0.35, 1.76, 5.43)
C (-1.60, 2.22, 5.66)
O (-2.24, 2.04, 6.66)
O (-1.89, 2.96, 4.58)
C (-3.11, 3.55, 4.12)
H (-0.49, 0.05, 6.51)
H (0.44, 1.38, 7.27)
H (1.12, 0.57, 5.88)
H (-3.24, 4.56, 4.52)
H (-3.99, 2.92, 4.21)
H (-3.18, 3.86, 3.07)
C (0.66, 3.66, -0.73)
O (-0.55, 4.03, -1.44)
C (-0.69, 5.21, -2.03)
O (0.28, 6.04, -2.12)
O (-1.98, 5.42, -2.41)
C (-2.99, 4.41, -2.41)
H (0.44, 3.57, 0.34)
H (1.46, 4.40, -0.76)
H (1.10, 2.74, -1.10)
H (-3.81, 4.84, -3.00)
H (-3.13, 4.11, -1.37)
H (-2.50, 3.62, -2.97)
C (-0.67, -0.18, 4.45)
O (-1.50, -0.72, 3.45)
C (-2.69, -1.32, 3.83)
O (-3.18, -1.42, 4.98)
O (-3.24, -1.53, 2.64)
C (-4.57, -2.07, 2.57)
H (-1.20, -0.18, 5.40)
H (-0.48, 0.86, 4.18)
H (0.25, -0.77, 4.50)
H (-5.21, -1.35, 3.08)
H (-4.58, -2.96, 3.19)
H (-4.93, -2.15, 1.55)
C (6.90, -0.58, -3.20)
O (5.63, 0.11, -3.52)
C (4.46, -0.42, -3.11)
O (4.34, -1.50, -2.46)
O (3.46, 0.43, -3.41)
C (2.20, 0.32, -2.75)
H (6.75, -1.32, -2.41)
H (7.47, 0.24, -2.76)
H (7.48, -0.95, -4.04)
H (2.32, -0.12, -1.76)
H (1.29, -0.02, -3.26)
H (1.82, 1.34, -2.63)

***

Entry 3:
Computed, not measured: a single C5H11N2P molecule, with wB97M-V/def2-TZVPD.

Summary:
Multiplicity = 1
Kohn-Sham gap (alpha / beta) = 0.246 / 0.229 hartree
HOMO energy (alpha / beta) = -6.31 / -6.20 eV
E_LUMO (alpha / beta) = 0.390 / 0.025 eV
Energy relative to the best compared isomer or geometry (same formula, charge and spin) = 2.648 eV

Atoms and positions in Å:
C (2.09, -0.43, -0.11)
C (-1.58, 0.54, -0.24)
C (3.26, -1.40, 0.16)
C (-0.77, 1.71, 0.36)
C (-2.91, -1.28, -0.30)
N (0.85, -0.66, 0.02)
N (-1.64, -0.75, 0.10)
P (-0.23, -1.62, 0.69)
H (2.33, 0.62, -0.30)
H (-2.45, 0.80, -0.88)
H (4.04, -1.22, -0.59)
H (2.90, -2.35, 0.05)
H (3.68, -1.37, 1.18)
H (0.30, 1.49, 0.58)
H (-1.18, 1.96, 1.42)
H (-0.91, 2.63, -0.24)
H (-3.70, -0.89, 0.29)
H (-3.00, -0.95, -1.30)
H (-2.91, -2.41, -0.16)

***

Entry 4:
Computed, not measured: a single C3H3ClOS molecule, with wB97M-V/def2-TZVPD.

Summary:
Multiplicity = 1
Kohn-Sham gap = 0.303 hartree
HOMO energy = -8.32 eV
E_LUMO = -0.066 eV
Energy relative to the best compared isomer or geometry (same formula, charge and spin) = 3.117 eV

Atoms and positions in Å:
C (-0.23, -0.10, -0.99)
C (-1.19, -0.40, 0.20)
C (1.40, 0.32, 1.08)
O (-1.46, 0.44, 0.98)
S (1.15, 1.08, -0.35)
Cl (2.52, 0.88, 2.13)
H (-0.76, 0.21, -1.94)
H (0.27, -1.12, -1.05)
H (-1.70, -1.32, -0.05)

***

Entry 5:
Computed, not measured: a molecular structure, C29H18BrMnN3O9, with wB97M-V/def2-TZVPD.

Summary:
Multiplicity = 2
Kohn-Sham gap (alpha / beta) = 0.195 / 0.195 hartree
HOMO energy (alpha / beta) = -1.45 / -1.44 eV
E_LUMO (alpha / beta) = 3.856 / 3.856 eV
Total charge = -2

Atoms and positions in Å:
Mn (0.24, -1.88, -0.47)
O (-3.46, -1.29, -2.59)
C (-3.74, -0.09, -2.08)
C (-4.64, 0.73, -2.78)
C (-4.98, 1.98, -2.30)
C (-4.43, 2.45, -1.12)
C (-3.54, 1.64, -0.43)
C (-3.17, 0.38, -0.88)
C (-2.24, -0.52, -0.07)
O (-1.68, -1.52, -0.79)
N (-1.16, 0.33, 0.51)
N (-0.06, -0.38, 0.88)
C (0.63, 0.10, 1.84)
C (1.89, -0.43, 2.34)
Br (2.72, -1.85, 1.42)
C (2.53, 0.05, 3.41)
C (2.03, 1.08, 4.35)
C (2.88, 2.10, 4.78)
C (2.45, 3.06, 5.67)
C (1.15, 3.03, 6.17)
C (0.30, 2.01, 5.77)
C (0.74, 1.04, 4.88)
H (-2.69, -1.64, -2.03)
H (-5.04, 0.35, -3.71)
H (-5.68, 2.60, -2.86)
H (-4.69, 3.43, -0.74)
H (-3.12, 2.02, 0.50)
H (-2.82, -0.93, 0.78)
H (-1.49, 0.94, 1.25)
H (0.29, 1.02, 2.32)
H (3.52, -0.34, 3.62)
H (3.89, 2.13, 4.39)
H (3.13, 3.85, 5.98)
H (0.81, 3.79, 6.87)
H (-0.71, 1.96, 6.16)
H (0.07, 0.23, 4.59)
O (0.72, -7.93, -0.08)
C (0.61, -6.72, -0.16)
C (0.13, -5.79, 0.93)
O (-0.22, -6.13, 2.06)
C (0.19, -4.46, 0.35)
C (0.65, -4.51, -0.99)
O (0.76, -3.44, -1.67)
C (0.95, -5.88, -1.37)
O (1.39, -6.31, -2.43)
O (-0.10, -3.33, 0.89)
O (2.43, 0.88, -0.47)
C (1.84, 0.61, -1.52)
N (1.02, -0.44, -1.78)
C (0.55, -0.35, -3.08)
O (-0.23, -1.08, -3.64)
C (1.16, 0.89, -3.71)
C (1.01, 1.43, -4.97)
C (1.72, 2.61, -5.25)
C (2.52, 3.20, -4.28)
C (2.65, 2.63, -3.01)
C (1.95, 1.48, -2.76)
H (0.38, 0.96, -5.71)
H (1.63, 3.07, -6.22)
H (3.06, 4.11, -4.52)
H (3.27, 3.08, -2.24)

***

Entry 6:
Computed, not measured: 2 unconnected molecules or ions with the total composition C3H5OP, with wB97M-V/def2-TZVPD.

Summary:
Multiplicity = 1
Kohn-Sham gap = 0.308 hartree
HOMO energy = -9.40 eV
E_LUMO = -1.016 eV
Energy relative to the best compared isomer or geometry (same formula, charge and spin) = 3.332 eV

Atoms and positions in Å:
C (-1.91, -1.72, 0.74)
C (-1.46, -0.61, 0.56)
C (0.76, 0.69, -0.55)
O (-1.80, 1.68, -0.92)
P (-0.97, 0.97, 0.08)
H (-2.15, -2.76, 0.59)
H (1.04, 1.73, -0.68)
H (1.41, 0.02, 0.03)
H (0.71, 0.10, -1.49)
H (-0.82, 2.51, 1.78)

***

Entry 7:
Computed, not measured: a molecular structure, AsBCsF6H4, with wB97M-V/def2-TZVPD.

Summary:
Multiplicity = 1
Kohn-Sham gap = 0.240 hartree
HOMO energy = -5.18 eV
E_LUMO = 1.348 eV
Energy relative to the best compared isomer or geometry (same formula, charge and spin) = 1.174 eV
Total charge = -1

Atoms and positions in Å:
Cs (0.99, -2.62, 1.56)
B (-1.95, -1.35, 0.47)
H (-1.75, -1.32, -0.68)
H (-3.00, -0.90, 0.71)
H (-1.85, -2.45, 0.82)
H (-1.18, -0.63, 0.95)
As (1.22, 1.34, -0.54)
F (1.59, -0.02, -1.60)
F (-0.47, 1.17, -0.85)
F (0.94, 2.68, 0.53)
F (2.94, 1.54, -0.20)
F (1.33, 2.37, -1.97)
F (1.19, 0.19, 0.81)